1.
{
  "formula": "C30H29BrN6O11S2Sr",
  "method": "ωB97M-V with the def2-TZVPD basis set",
  "max_force_ev_per_a": 1.11,
  "total_energy_ev": -155603.4952,
  "orbital_gap_ev": 7.36,
  "total_charge": -2,
  "symbols": ["Sr", "O", "C", "C", "C", "N", "C", "C", "C", "O", "O", "C", "O", "O", "H", "H", "H", "C", "C", "N", "C", "C", "N", "C", "O", "O", "C", "O", "O", "H", "H", "H", "H", "H", "N", "C", "C", "C", "C", "C", "C", "S", "N", "C", "C", "C", "C", "C", "C", "N", "H", "H", "H", "H", "H", "H", "H", "H", "H", "C", "O", "H", "H", "H", "H", "O", "S", "C", "C", "C", "C", "H", "H", "H", "H", "H", "H", "H", "H", "Br"],
  "positions_angstrom": [[0.675, 0.321, 0.809], [-4.802, -2.110, -1.756], [-3.559, -1.584, -1.528], [-3.341, -0.214, -1.546], [-2.064, 0.257, -1.279], [-1.054, -0.572, -1.033], [-1.270, -1.885, -1.010], [-2.513, -2.447, -1.252], [-0.087, -2.766, -0.566], [-0.366, -3.921, -0.183], [1.031, -2.191, -0.614], [-1.742, 1.764, -1.183], [-0.544, 2.648, -3.091], [-0.517, 1.960, -0.676], [-5.443, -1.394, -1.688], [-4.154, 0.486, -1.702], [-2.651, -3.514, -1.155], [0.469, -3.866, 2.638], [-0.744, -3.053, 2.376], [-0.741, -1.742, 2.248], [-2.061, -1.332, 2.312], [-2.858, -2.427, 2.491], [-2.016, -3.512, 2.599], [-4.331, -2.656, 2.506], [-5.103, -1.607, 2.428], [-4.744, -3.800, 2.618], [-2.410, 0.123, 2.199], [-3.632, 0.441, 2.189], [-1.461, 0.926, 2.136], [1.306, -3.423, 2.101], [0.346, -4.897, 2.310], [0.678, -3.840, 3.710], [-2.356, -4.431, 2.360], [-4.549, -0.700, 2.337], [0.604, 4.698, -0.417], [-0.708, 4.953, 0.049], [-1.660, 5.492, -0.798], [-2.948, 5.728, -0.338], [-3.297, 5.389, 0.957], [-2.349, 4.821, 1.798], [-1.050, 4.639, 1.359], [0.197, 3.989, 2.419], [1.220, 3.200, 1.324], [1.305, 3.628, 0.128], [2.331, 3.001, -0.756], [3.135, 3.791, -1.569], [4.139, 3.177, -2.301], [4.313, 1.810, -2.189], [3.457, 1.103, -1.356], [2.478, 1.682, -0.672], [0.625, 4.668, -1.429], [-1.393, 5.698, -1.829], [-3.687, 6.142, -1.013], [-4.311, 5.530, 1.307], [-2.620, 4.497, 2.796], [2.993, 4.863, -1.599], [4.787, 3.766, -2.938], [5.095, 1.291, -2.725], [3.560, 0.032, -1.222], [-1.850, 2.464, -2.577], [-2.799, 2.370, -0.418], [-0.016, 2.397, -2.291], [-2.342, 3.428, -2.411], [-2.450, 1.879, -3.282], [-2.723, 2.025, 0.485], [6.345, -3.419, -1.161], [5.094, -2.709, -0.713], [4.675, -3.363, 0.918], [4.064, -4.766, 0.734], [3.797, -5.001, -0.765], [3.709, -3.623, -1.403], [3.981, -2.652, 1.371], [5.598, -3.346, 1.496], [3.128, -4.819, 1.292], [4.728, -5.536, 1.127], [2.873, -5.559, -0.925], [4.624, -5.557, -1.208], [2.792, -3.097, -1.113], [3.809, -3.621, -2.489], [3.359, -0.122, 2.244]],
  "mulliken_charge": [1.12, -0.60, 0.76, -0.54, -0.37, -0.36, 0.15, -0.54, 0.13, -0.79, -0.46, 1.52, -0.68, 0.12, 0.29, 0.30, 0.50, -0.96, 0.03, -0.19, 0.53, 0.02, 0.02, 0.64, -0.63, -0.73, 0.48, -0.96, -0.51, -0.10, 0.33, 0.37, 0.34, 0.44, -0.27, -0.10, -0.49, -0.39, -0.56, -0.61, 0.66, -0.23, -0.47, 0.54, -0.21, -0.46, -0.64, -0.70, -0.45, 0.63, 0.40, 0.37, 0.34, 0.35, 0.36, 0.52, 0.40, 0.44, 0.34, -1.12, -0.57, 0.26, 0.20, 0.47, 0.13, -0.73, 0.38, -0.17, -0.38, -0.85, 0.55, -0.19, 0.51, -0.02, 0.34, 0.43, 0.36, -0.73, 0.55, -0.87]
}

2.
{
  "formula": "C30H29ClCoN6P2",
  "method": "ωB97M-V with the def2-TZVPD basis set",
  "max_force_ev_per_a": 0.78,
  "total_energy_ev": -109225.2092,
  "orbital_gap_ev": [7.63, 7.64],
  "total_charge": 3,
  "symbols": ["Co", "C", "N", "C", "C", "N", "C", "P", "C", "N", "C", "C", "N", "C", "C", "N", "C", "C", "N", "C", "H", "H", "H", "H", "H", "H", "H", "H", "H", "H", "H", "H", "H", "H", "H", "Cl", "C", "C", "C", "C", "C", "C", "P", "C", "C", "C", "C", "C", "C", "C", "C", "C", "C", "C", "C", "H", "H", "H", "H", "H", "H", "H", "H", "H", "H", "H", "H", "H", "H"],
  "positions_angstrom": [[-0.263, 0.435, -0.267], [-2.759, -4.120, -1.518], [-2.134, -3.093, -0.675], [-2.029, -3.150, 0.684], [-1.401, -2.005, 1.080], [-1.125, -1.259, -0.033], [-1.580, -1.941, -1.094], [-1.292, -1.484, -2.849], [0.478, -1.136, -2.536], [0.924, -0.473, -1.465], [2.291, -0.557, -1.470], [2.669, -1.274, -2.563], [1.526, -1.632, -3.218], [1.496, -2.401, -4.466], [-1.854, 0.243, -2.704], [-1.526, 1.010, -1.667], [-2.165, 2.208, -1.832], [-2.897, 2.149, -2.982], [-2.692, 0.910, -3.518], [-3.265, 0.445, -4.785], [-3.008, -4.969, -0.889], [-2.064, -4.444, -2.289], [-3.669, -3.731, -1.968], [-2.406, -3.981, 1.254], [-1.115, -1.712, 2.076], [2.912, -0.097, -0.722], [3.645, -1.551, -2.923], [2.064, -3.319, -4.334], [1.932, -1.809, -5.268], [0.468, -2.647, -4.717], [-2.071, 3.018, -1.128], [-3.531, 2.878, -3.457], [-4.309, 0.743, -4.830], [-3.204, -0.638, -4.835], [-2.722, 0.883, -5.619], [1.014, 2.393, -0.854], [2.400, 2.391, 0.242], [3.459, 3.231, -0.016], [4.541, 3.187, 0.861], [4.546, 2.330, 1.952], [3.460, 1.499, 2.196], [2.366, 1.531, 1.334], [0.884, 0.567, 1.583], [-0.463, 1.738, 1.859], [-1.769, 1.230, 1.696], [-2.866, 2.096, 1.702], [-2.670, 3.449, 1.892], [-1.377, 3.955, 2.072], [-0.284, 3.119, 2.035], [1.046, -0.667, 2.846], [1.777, -1.826, 2.562], [1.938, -2.783, 3.549], [1.371, -2.585, 4.805], [0.643, -1.435, 5.083], [0.478, -0.466, 4.107], [3.456, 3.895, -0.870], [5.390, 3.833, 0.678], [5.397, 2.310, 2.619], [3.454, 0.837, 3.053], [-1.965, 0.168, 1.698], [-3.864, 1.694, 1.600], [-3.517, 4.121, 1.931], [-1.237, 5.013, 2.253], [0.712, 3.523, 2.165], [2.215, -1.980, 1.582], [2.505, -3.680, 3.345], [1.504, -3.334, 5.575], [0.211, -1.290, 6.064], [-0.079, 0.438, 4.325]],
  "mulliken_charge": [-0.60, -0.78, 0.13, -0.99, -0.35, 0.82, 0.16, -0.41, 0.35, 0.80, -0.38, -1.10, 0.06, -0.81, 0.10, 0.64, -0.54, -0.88, 0.09, -0.84, 0.33, 0.35, 0.33, 0.48, 0.59, 0.63, 0.50, 0.36, 0.35, 0.33, 0.57, 0.51, 0.36, 0.35, 0.34, -0.04, 0.91, -0.67, -0.68, -0.81, -0.94, -0.16, 1.82, 0.13, -0.02, -0.74, -0.80, -0.58, -0.82, 0.61, -0.32, -0.86, -0.55, -0.78, -0.24, 0.56, 0.47, 0.47, 0.56, 0.28, 0.50, 0.47, 0.50, 0.54, 0.49, 0.46, 0.46, 0.47, 0.49]
}

3.
{
  "formula": "C30H29ClCsN3O10P",
  "method": "ωB97M-V with the def2-TZVPD basis set",
  "max_force_ev_per_a": 1.44,
  "total_energy_ev": -78881.0371,
  "orbital_gap_ev": 7.94,
  "total_charge": -1,
  "symbols": ["Cs", "O", "C", "O", "C", "C", "C", "C", "C", "N", "C", "O", "O", "H", "H", "H", "H", "O", "Cl", "O", "O", "O", "O", "N", "C", "C", "C", "C", "C", "C", "C", "P", "C", "C", "C", "C", "C", "C", "C", "C", "C", "C", "C", "C", "H", "H", "H", "H", "H", "H", "H", "H", "H", "H", "H", "H", "H", "H", "H", "H", "C", "N", "C", "C", "C", "O", "H", "H", "H", "H", "H", "H", "H", "H", "H"],
  "positions_angstrom": [[-0.740, -1.054, 0.082], [3.367, 1.599, -2.253], [2.122, 1.075, -2.336], [1.151, 1.733, -2.069], [2.106, -0.346, -2.790], [3.221, -0.939, -3.365], [3.096, -2.257, -3.789], [1.890, -2.899, -3.612], [0.834, -2.225, -2.989], [0.942, -0.962, -2.593], [-0.503, -2.961, -2.770], [-1.063, -3.339, -3.808], [-0.852, -3.081, -1.586], [3.251, 2.496, -1.928], [4.142, -0.386, -3.474], [3.935, -2.761, -4.250], [1.729, -3.917, -3.940], [-0.062, -2.231, 3.797], [0.102, -0.999, 3.108], [0.612, 0.012, 3.998], [-1.188, -0.554, 2.590], [1.024, -1.173, 2.007], [-0.014, 2.481, 2.810], [0.276, 2.183, 1.503], [-0.212, 3.005, 0.678], [-1.005, 4.211, 0.952], [-0.617, 5.106, 1.936], [-1.319, 6.279, 2.128], [-2.426, 6.565, 1.337], [-2.836, 5.667, 0.367], [-2.141, 4.473, 0.163], [-2.639, 3.177, -1.048], [-3.817, 2.148, -0.096], [-4.877, 1.542, -0.778], [-5.719, 0.658, -0.138], [-5.505, 0.332, 1.193], [-4.443, 0.904, 1.871], [-3.605, 1.809, 1.234], [-3.777, 4.144, -2.118], [-3.274, 4.576, -3.341], [-4.051, 5.331, -4.207], [-5.352, 5.652, -3.868], [-5.875, 5.223, -2.657], [-5.095, 4.478, -1.788], [0.245, 1.672, 3.265], [-0.007, 2.750, -0.357], [0.248, 4.875, 2.548], [-1.002, 6.974, 2.895], [-2.973, 7.486, 1.483], [-3.699, 5.891, -0.238], [-5.042, 1.755, -1.823], [-6.542, 0.206, -0.686], [-6.149, -0.378, 1.696], [-4.236, 0.635, 2.894], [-2.782, 2.226, 1.803], [-2.261, 4.307, -3.617], [-3.637, 5.656, -5.154], [-5.964, 6.233, -4.548], [-6.895, 5.469, -2.386], [-5.502, 4.146, -0.848], [-4.060, -2.172, -2.375], [-3.492, -1.224, -3.332], [-3.588, -1.507, -4.745], [-2.607, -0.327, -2.850], [-1.866, 0.552, -3.827], [-2.421, -0.225, -1.643], [-4.730, -2.844, -2.907], [-4.626, -1.635, -1.599], [-3.268, -2.754, -1.905], [-4.482, -2.100, -4.923], [-2.718, -2.073, -5.090], [-3.688, -0.582, -5.315], [-2.558, 1.257, -4.295], [-1.401, -0.036, -4.615], [-1.108, 1.094, -3.271]],
  "mulliken_charge": [1.49, -0.51, 0.17, -0.51, 0.41, -0.66, -0.48, -0.78, 0.57, 0.17, 0.11, -0.76, -0.82, 0.35, 0.48, 0.42, 0.50, -0.70, 1.84, -0.87, -0.65, -0.75, -0.37, -0.20, -0.95, 0.81, -0.44, -0.69, -0.80, -0.96, 0.52, 1.01, 0.69, -0.28, -0.83, -0.64, -0.61, -0.48, 0.09, -0.62, -0.65, -0.49, -0.76, -0.12, 0.44, 0.69, 0.49, 0.38, 0.42, 0.39, 0.50, 0.39, 0.36, 0.44, 0.23, 0.40, 0.39, 0.38, 0.40, 0.54, -0.68, 0.43, -1.08, 0.35, -1.40, -0.35, 0.39, 0.06, 0.23, 0.39, 0.28, 0.32, 0.52, 0.54, -0.07]
}